[1]
Computed, not measured: 2 unconnected molecules or ions with the total composition C2H6IS2, with ωB97M-V/def2-TZVPD.

Calculated values
- HOMO-LUMO gap: 6.94 eV
- Highest occupied orbital energy: -0.137 Eh
- E_LUMO: 0.118 Ha
- Net charge: -1
- Calculated total energy: -31945.156 eV

Last column: Mulliken charge in e.
Cartesian coordinates (Å):
S 4.591 2.020 1.053  -0.134
S 4.241 2.329 3.037  -0.133
C 3.243 2.942 0.281  -0.152
C 3.037 1.037 3.416  -0.152
H 3.373 2.864 -0.812  0.238
H 3.270 4.008 0.563  0.250
H 2.254 2.532 0.548  -0.285
H 2.098 1.167 2.853  -0.285
H 3.441 0.033 3.200  0.250
H 2.812 1.101 4.494  0.238
I 0.137 1.553 1.387  -0.834

[2]
Computed, not measured: a molecular structure, C8H8N2S in a non-equilibrium geometry, with ωB97M-V/def2-TZVPD.

Calculated values
- HOMO-LUMO gap: 7.62 eV
- Highest occupied orbital energy: -0.293 Eh
- E_LUMO: -0.013 Ha
- ΔE to the lowest compared entry with this formula, charge and spin: 780.1 kJ/mol
- Net charge: 0
- Calculated total energy: -22233.956 eV

Last column: Mulliken charge in e.
Cartesian coordinates (Å):
C 0.260 -2.740 -0.117  -0.332
C 1.429 -2.090 -0.091  -0.284
C -0.325 -1.379 1.284  1.040
C -0.790 0.670 -1.349  -0.300
C 0.891 1.366 -0.154  0.108
C 0.491 -0.629 1.928  -0.799
C -1.428 1.328 -0.160  -0.342
C -0.231 1.954 0.554  -0.736
N -0.829 -2.341 0.676  -0.619
N 0.422 0.870 -1.425  -0.565
S 1.632 -0.316 0.625  0.051
H 0.080 -3.477 -0.870  0.384
H 2.388 -2.415 -0.608  0.305
H -1.321 0.128 -2.097  0.437
H 1.793 2.040 -0.252  0.444
H -2.341 1.940 -0.398  0.380
H -1.867 0.421 0.349  0.156
H -0.217 1.598 1.571  0.344
H -0.036 3.070 0.533  0.325

[3]
Computed, not measured: a molecular structure, C25H28F5MgO3 in a non-equilibrium geometry, with ωB97M-V/def2-TZVPD.

Calculated values
- HOMO-LUMO gap: 4.14 eV
- Highest occupied orbital energy: -0.088 Eh
- E_LUMO: 0.064 Ha
- ΔE to the lowest compared entry with this formula, charge and spin: 0.0 kJ/mol
- Net charge: -1
- Calculated total energy: -51551.223 eV

Last column: Mulliken charge in e.
Cartesian coordinates (Å):
O 0.547 0.994 -2.829  -0.375
C 1.757 1.268 -3.588  -0.320
C 1.169 2.613 -4.033  -0.848
H 1.949 0.595 -4.423  0.203
H 2.637 1.260 -2.949  0.111
C -0.188 2.095 -3.470  1.774
H 1.233 2.808 -5.095  0.314
H 1.563 3.430 -3.415  0.320
C -1.213 1.573 -4.457  -0.695
H -0.864 0.591 -4.762  -0.742
H -1.351 2.187 -5.357  0.406
H -2.187 1.455 -3.960  0.330
C -0.958 2.904 -2.469  -1.646
H -0.297 3.628 -1.982  0.432
H -1.401 2.251 -1.691  -0.013
H -1.785 3.404 -3.014  0.411
Mg -0.490 -1.763 -2.209  0.612
C 1.605 1.722 1.384  -0.740
C 2.436 0.709 0.793  -0.369
C 2.800 1.144 -0.514  -1.010
H 2.778 -0.215 1.273  0.557
C 2.236 2.444 -0.713  -0.248
C 1.471 2.789 0.440  -0.862
H 0.912 3.723 0.564  0.383
H 1.197 1.678 2.399  0.402
H 3.429 0.564 -1.191  0.394
H 2.399 3.112 -1.559  0.735
C -1.919 -1.248 -0.002  -0.154
C -2.214 -0.010 -0.609  -1.109
C -2.785 -0.281 -1.884  -0.230
H -2.145 0.959 -0.124  0.453
C -2.679 -1.682 -2.134  -1.274
C -2.155 -2.285 -0.941  -0.861
H -2.129 -3.349 -0.735  0.599
H -1.708 -1.392 1.044  0.642
H -3.378 0.416 -2.466  0.726
H -3.090 -2.210 -2.990  0.645
O -0.239 -1.873 -4.035  0.682
C -0.898 -1.761 -5.361  -0.546
C 0.045 -2.366 -6.377  -0.668
H -1.043 -0.717 -5.665  0.386
H -1.872 -2.262 -5.260  0.412
C 0.982 -3.265 -5.569  -0.632
H 0.626 -1.578 -6.878  0.260
H -0.521 -2.910 -7.133  0.355
C 0.679 -3.029 -4.091  -0.464
H 2.020 -3.002 -5.805  0.291
H 0.762 -4.300 -5.828  0.313
H 1.578 -2.823 -3.482  0.409
H 0.133 -3.886 -3.659  0.331
F 2.283 -4.927 3.673  -0.339
C 1.811 -4.420 2.518  0.524
C 1.378 -3.099 2.486  0.187
F 1.377 -2.395 3.642  -0.316
C 0.954 -2.538 1.300  0.193
F 0.464 -1.265 1.337  -0.262
C 0.985 -3.232 0.065  0.199
O 0.708 -2.630 -1.047  -0.721
C 1.312 -4.616 0.168  -0.133
F 1.080 -5.416 -0.898  -0.325
C 1.744 -5.186 1.355  0.243
F 2.067 -6.494 1.439  -0.330

[4]
Computed, not measured: a molecular structure, C50H46Cl4N4O2S7Ti in a non-equilibrium geometry, with ωB97M-V/def2-TZVPD.

Calculated values
- HOMO-LUMO gap (alpha / beta): 4.28 / 6.98 eV
- Highest occupied orbital energy (alpha / beta): -0.158 / -0.256 Eh
- Spin multiplicity: 3
- E_LUMO (alpha / beta): -0.001 / 0.001 Ha
- ⟨S²⟩: 2.03
- ΔE to the lowest compared entry with this formula, charge and spin: 161.5 kJ/mol
- Net charge: 0
- Calculated total energy: -211696.571 eV

Last column: Mulliken charge in e.
Cartesian coordinates (Å):
Ti 0.842 0.927 -0.611  -0.764
C -1.103 2.469 -3.017  -0.824
C 0.043 3.436 -3.291  -0.335
S 0.810 4.213 -1.809  -0.365
C 3.567 3.601 -3.359  0.010
C 4.680 2.474 -1.338  -1.475
S 4.134 0.853 -0.661  0.390
C 4.636 -0.333 -1.970  -0.887
C 3.917 -0.232 -3.301  -0.368
S 2.178 -0.829 -3.246  0.164
C 1.495 0.247 -4.575  0.778
C -0.022 0.282 -4.559  -1.574
S -0.739 0.676 -2.903  0.945
H -1.871 2.572 -3.787  0.839
H -1.540 2.676 -2.037  -0.079
H -0.350 4.295 -3.836  0.605
H 0.832 2.980 -3.882  -0.010
H 3.010 4.491 -3.648  0.610
H 3.109 2.716 -3.794  -0.830
H 5.218 2.931 -0.507  0.443
H 5.391 2.261 -2.132  0.522
H 4.468 -1.307 -1.508  0.241
H 5.706 -0.195 -2.137  0.636
H 4.444 -0.842 -4.040  0.701
H 3.906 0.799 -3.646  -0.029
H 1.853 -0.128 -5.537  0.787
H 1.898 1.243 -4.403  -0.775
H -0.428 -0.699 -4.808  0.377
H -0.395 1.019 -5.270  0.655
Cl 3.869 6.468 0.940  -0.231
C 3.487 5.005 0.122  0.545
C 3.834 4.816 -1.174  -0.827
Cl 4.631 6.060 -2.054  -0.204
C 3.591 3.480 -1.837  2.411
Cl 5.176 3.720 -4.110  -0.165
C 2.202 2.973 -1.351  0.588
O 1.818 1.797 -1.870  -0.276
C 2.207 2.946 0.167  -2.238
O 1.603 1.918 0.697  0.499
C 2.786 3.985 0.836  0.455
Cl 2.698 4.063 2.558  -0.321
N -0.937 1.381 -0.187  -0.001
S -2.092 0.609 0.338  1.493
N -1.961 -0.892 0.925  -0.069
S -1.235 -1.443 2.212  2.297
N 0.110 -2.173 1.886  -1.156
S 0.776 -2.181 0.373  1.605
N 0.872 -0.890 -0.351  0.579
C -0.044 -3.418 -0.590  0.579
C -0.309 -4.691 -0.080  -0.537
C -0.928 -5.621 -0.889  -1.140
C -1.310 -5.288 -2.183  -0.765
C -1.088 -3.999 -2.664  -0.828
C -0.455 -3.065 -1.875  -0.203
C 2.405 -2.776 0.808  0.112
C 2.845 -4.079 0.621  -0.552
C 4.144 -4.408 0.958  -0.873
C 5.004 -3.443 1.468  -0.732
C 4.568 -2.132 1.621  -0.633
C 3.271 -1.796 1.287  -0.611
C -2.343 -2.596 2.924  0.061
C -3.641 -2.173 3.267  -0.725
C -4.459 -3.014 3.986  -0.655
C -4.019 -4.279 4.364  -0.707
C -2.737 -4.702 4.004  -0.818
C -1.898 -3.869 3.305  -0.706
C -0.903 -0.121 3.360  0.930
C -1.626 0.044 4.542  -0.840
C -1.185 0.954 5.480  -0.807
C -0.019 1.679 5.268  -1.003
C 0.713 1.488 4.103  -0.571
C 0.283 0.585 3.154  0.251
C -2.922 1.619 1.562  0.623
C -2.227 2.715 2.058  -0.405
C -2.833 3.538 2.982  -0.731
C -4.131 3.270 3.405  -0.594
C -4.820 2.178 2.895  -0.880
C -4.223 1.348 1.967  -0.882
C -3.322 0.301 -0.928  -0.230
C -4.009 1.381 -1.477  -0.355
C -4.824 1.180 -2.574  -0.828
C -4.948 -0.089 -3.128  -0.602
C -4.258 -1.161 -2.574  -0.910
C -3.445 -0.969 -1.476  -0.412
H -0.033 -4.930 0.933  0.524
H -1.114 -6.616 -0.513  0.456
H -1.783 -6.026 -2.810  0.426
H -1.406 -3.735 -3.661  0.555
H -0.251 -2.058 -2.211  -0.037
H 2.183 -4.823 0.207  0.487
H 4.492 -5.422 0.821  0.454
H 6.014 -3.712 1.738  0.398
H 5.239 -1.376 1.999  0.443
H 2.907 -0.780 1.383  0.591
H -3.975 -1.198 2.948  0.478
H -5.451 -2.686 4.262  0.441
H -4.665 -4.929 4.933  0.388
H -2.403 -5.688 4.290  0.431
H -0.891 -4.156 3.044  0.469
H -2.513 -0.541 4.724  0.486
H -1.749 1.091 6.388  0.472
H 0.325 2.378 6.013  0.400
H 1.620 2.045 3.934  0.530
H 0.840 0.417 2.240  -0.442
H -1.225 2.901 1.689  0.295
H -2.306 4.393 3.372  0.515
H -4.609 3.922 4.119  0.427
H -5.832 1.986 3.219  0.443
H -4.751 0.510 1.532  0.496
H -3.899 2.360 -1.036  0.494
H -5.366 2.010 -3.001  0.443
H -5.582 -0.242 -3.987  0.423
H -4.354 -2.148 -3.003  0.493
H -2.894 -1.780 -1.027  0.625

[5]
Computed, not measured: CH2FNS in the gas phase in a non-equilibrium geometry, with ωB97M-V/def2-TZVPD.

Calculated values
- HOMO-LUMO gap: 9.77 eV
- Highest occupied orbital energy: -0.335 Eh
- E_LUMO: 0.024 Ha
- ΔE to the lowest compared entry with this formula, charge and spin: 0.0 kJ/mol
- Net charge: 0
- Calculated total energy: -16112.031 eV

Last column: Mulliken charge in e.
Cartesian coordinates (Å):
C -0.042 0.499 0.095  0.380
N -0.150 -0.801 -0.256  -0.380
F 0.494 1.289 -0.847  -0.200
S -0.565 1.283 1.423  -0.323
H 0.517 -0.962 -0.988  0.256
H -0.254 -1.308 0.573  0.267

Copy entry 5 word for word.
Computed, not measured: CH2FNS in the gas phase in a non-equilibrium geometry, with ωB97M-V/def2-TZVPD.

Calculated values
- HOMO-LUMO gap: 9.77 eV
- Highest occupied orbital energy: -0.335 Eh
- E_LUMO: 0.024 Ha
- ΔE to the lowest compared entry with this formula, charge and spin: 0.0 kJ/mol
- Net charge: 0
- Calculated total energy: -16112.031 eV

Last column: Mulliken charge in e.
Cartesian coordinates (Å):
C -0.042 0.499 0.095  0.380
N -0.150 -0.801 -0.256  -0.380
F 0.494 1.289 -0.847  -0.200
S -0.565 1.283 1.423  -0.323
H 0.517 -0.962 -0.988  0.256
H -0.254 -1.308 0.573  0.267